Below is C27H21MoN4O5S4 as an isolated structure at a distorted geometry, with properties calculated with ωB97M-V/def2-TZVPD.

ORCA input file:
```
! wB97M-V def2-TZVPD RIJCOSX def2/J DEFGRID3
* xyz -1 3
Mo -0.52491 0.50261 0.73741
S -0.56631 -2.26249 0.32231
S 1.88559 0.29901 1.10971
S -0.60731 -0.60579 2.97951
S -3.82641 -0.28089 0.74831
O -4.38251 4.61641 -3.35099
O 4.17609 -4.93259 -3.65059
O -4.20731 -1.55139 0.12161
O -4.70061 5.61751 -1.35959
O 2.43379 -6.07519 -4.39139
N -0.41971 2.23641 1.97201
N -1.37381 2.07561 -0.27569
N -0.08431 0.30451 -1.31909
N -2.35121 0.04351 0.69771
C 0.25229 2.34361 3.13921
C 0.70129 -4.53299 -2.69769
C 0.92179 -0.38659 -1.87609
C 1.88679 -3.05189 -0.67539
C -2.73491 4.05031 -0.21539
C -0.83271 4.39561 3.75361
C -1.50331 4.33761 2.55921
C 2.67029 -3.71029 -1.59359
C -1.80161 1.84851 -1.54219
C 3.52539 -0.57609 3.09981
C 2.09609 -4.47039 -2.62059
C 0.49029 -3.07559 -0.78639
C -4.23931 4.79201 -2.14389
C 2.99299 -5.15309 -3.56809
C -1.04501 0.50491 -3.52359
C -0.04371 -0.26969 -4.06089
C 2.09379 -0.46929 2.66271
C 1.05079 -0.84109 3.44661
C 0.99089 -0.68079 -3.21549
C -1.01621 0.82341 -2.16519
C 1.22969 -1.45429 4.80761
C -1.26191 3.28021 1.67451
C 0.08349 3.36771 4.03131
C -1.83451 3.16811 0.37821
C -3.22991 3.77521 -1.47589
C -0.08381 -3.83759 -1.81179
C -2.76531 2.64891 -2.14629
H -1.15781 -3.86659 -1.89919
H 2.33059 -2.50089 0.14261
H -2.21801 5.09401 2.27841
H -1.83791 0.90731 -4.13019
H 1.84469 -1.21129 -3.60319
H 1.65339 -2.45529 4.73921
H 0.97169 1.56621 3.35631
H 3.79089 0.31571 3.67041
H 3.74849 -3.67269 -1.53979
H 1.72729 -0.67829 -1.21209
H 0.20739 -5.10709 -3.47249
H -1.00141 5.19841 4.45411
H 3.68739 -1.45519 3.71801
H 4.17189 -0.61779 2.22701
H -3.07441 4.94301 0.28591
H 0.65059 3.37221 4.94961
H 1.49189 -6.18509 -4.20689
H -0.03441 -0.52009 -5.11039
H 1.88899 -0.84669 5.42381
H 0.25829 -1.53079 5.28761
H -3.14391 2.43701 -3.13449
*
```

- DFT total energy (a.u.) = -3297.81451
- HOMO (alpha / beta) (eV) = -4.53 / -4.55
- Kohn-Sham gap (alpha / beta) (eV) = 5.99 / 4.50

For reference, the Mulliken charges in units of e are: -0.530, 0.022, -0.250, -0.028, 0.155, -0.719, -0.594, -0.544, -0.722, -0.497, 0.801, -0.237, 0.943, 0.194, 0.184, -0.875, -0.129, -0.375, -0.763, -0.494, -0.862, -0.775, 0.752, -1.731, 0.939, 0.450, 0.374, 0.708, -0.844, -0.625, 0.849, 0.653, -0.960, 0.286, -1.690, 0.779, -1.092, 0.290, -0.481, -1.200, -1.018, 0.499, 0.481, 0.390, 0.412, 0.489, 0.313, 0.249, 0.342, 0.452, 0.459, 0.174, 0.445, 0.404, 0.426, 0.582, 0.437, 0.289, 0.446, 0.327, 0.487, 0.553



Below is a 2-piece molecular cluster, C2H8S2 overall, with properties calculated with ωB97M-V/def2-TZVPD.

ORCA input file:
```
! wB97M-V def2-TZVPD RIJCOSX def2/J DEFGRID3
* xyz 0 1
S -2.16964 -3.53366 -0.94983
S 0.48243 -0.05869 -0.01395
C -0.69304 1.26468 -0.37908
C 1.80776 0.85202 0.79114
H 1.41515 1.67068 1.38797
H 2.53049 1.24304 0.07624
H -1.74738 -3.45655 0.31432
H -0.63410 1.58183 -1.41604
H -1.14895 -2.81337 -1.42854
H 2.31682 0.19939 1.49461
H -0.47039 2.13149 0.24950
H -1.68916 0.91913 -0.12634
*
```

- relative energy (zero: lowest compared OMol25 entry of this formula, charge and spin) (kcal/mol) = 6.70
- DFT total energy (a.u.) = -877.34805
- HOMO (eV) = -8.61
- Kohn-Sham gap (eV) = 9.53

For reference, the Mulliken charges in units of e are: -0.285, -0.033, -0.751, -0.857, 0.265, 0.278, 0.144, 0.260, 0.130, 0.306, 0.251, 0.293



Below is a 2-piece molecular cluster, C23H33F17N4O6P overall at a distorted geometry, with properties calculated with ωB97M-V/def2-TZVPD.

ORCA input file:
```
! wB97M-V def2-TZVPD RIJCOSX def2/J DEFGRID3
* xyz 1 1
P -1.09800 5.99653 -1.19651
F -0.19353 0.38870 4.58892
F -2.38287 -0.59711 2.90184
F -1.17761 0.45024 -0.69119
F 4.24600 -1.86299 4.25765
F 1.35771 1.50352 3.16798
F 3.86105 0.62853 1.41601
F 2.38785 0.03263 5.46455
F 5.62396 -0.33042 2.69512
F -3.30553 0.39643 0.36046
F -2.39726 -2.81236 0.98410
F 0.14503 -2.06758 2.21816
F 1.52377 -2.06523 4.79368
F 4.25243 1.36437 3.64977
F -3.55013 -1.80840 -0.81356
F 1.08357 -0.22443 1.03538
F -1.37698 1.40536 2.10890
F 3.07929 -2.03568 2.19268
O 2.14315 -8.63341 2.66415
O -1.39604 6.38528 -2.66528
O -1.35630 7.54751 -0.64841
O -0.76499 5.56216 0.44462
O -2.61157 5.38089 -0.93785
O 2.58061 -6.42712 1.76970
N -1.21701 -2.15495 -1.16205
N 2.22290 -3.37412 -5.09958
N 1.30468 -2.36621 -1.43540
N 0.14854 -4.09300 -0.12757
C -0.00156 -2.92409 -0.82180
C 1.48168 -4.81145 0.10746
C -2.91192 4.10924 -1.47923
C -2.20513 -1.84639 -0.11485
C -1.38672 -0.09127 1.88343
C 0.14769 -0.58830 2.16455
C 1.30053 -5.71351 1.48781
C 2.00205 -0.74709 4.22610
C -2.77830 6.07741 1.79333
C -1.28194 6.22940 1.59053
C -0.85672 8.64253 -1.40521
C 2.30560 -7.88152 1.56092
C 2.18691 -8.56216 0.06998
C -2.00094 9.31363 -2.14833
C -2.22604 3.00678 -0.69740
C -0.39766 -3.24290 -3.28888
C 0.82972 0.12822 3.50591
C -1.95503 -0.28625 0.37185
C 4.19836 0.16576 2.78696
C -1.73955 -2.67510 -2.46518
C 2.22101 -3.34409 -3.58781
C 0.97990 -2.42469 -2.94476
C 3.32236 -1.08824 3.34387
H 0.43476 -6.48534 1.32063
H -2.63132 4.07041 -2.53692
H -3.33915 6.65353 1.05207
H 1.06604 -5.06298 2.43460
H 1.55246 -7.81959 -0.61195
H 1.69733 -4.23259 -5.37438
H 2.32187 -4.02468 0.34803
H -1.13790 3.08030 -0.79228
H -2.53885 2.02351 -1.05810
H 1.36857 -1.32628 -1.25619
H -2.59610 8.59432 -2.71645
H -3.06976 6.44496 2.78179
H -2.52820 -3.53791 -2.40017
H 3.21119 -2.81740 -3.20967
H -0.06598 8.32159 -2.09125
H -2.68437 9.79077 -1.43819
H 1.82561 -2.50820 -5.52605
H -0.40427 9.35465 -0.70683
H 1.69518 -5.45973 -0.85179
H -0.78157 5.76977 2.45069
H -1.62296 10.07804 -2.83471
H -3.99502 3.97733 -1.42117
H 1.60933 -9.59649 0.19864
H -3.08442 5.03080 1.71031
H 2.24168 -4.42893 -3.08836
H 1.03227 -1.35835 -3.44395
H -2.46069 3.08056 0.37002
H -0.69934 -4.54819 0.26683
H -0.67703 -3.08801 -4.43944
H 3.26539 -8.72883 -0.35213
H -0.98067 7.28152 1.60357
H -2.10176 -1.74141 -3.10374
H -0.28933 -4.42224 -3.15899
*
```

- DFT total energy (a.u.) = -3604.87099
- HOMO (eV) = -11.28
- Kohn-Sham gap (eV) = 6.14

For reference, the Mulliken charges in units of e are: 0.999, -0.295, -0.272, -0.231, -0.273, -0.255, -0.209, -0.262, -0.239, -0.295, -0.298, -0.259, -0.259, -0.201, -0.332, -0.304, -0.276, -0.206, -0.489, -0.683, -0.394, -0.327, -0.194, -0.277, 0.788, -0.542, -0.214, 0.218, -0.909, 0.153, -0.758, 0.215, 0.528, 0.461, -0.734, 0.333, -0.879, -0.178, -0.361, 0.510, -0.635, -1.121, -0.485, -0.629, 0.771, 0.844, 0.682, -0.645, -0.603, 0.166, 0.487, 0.485, 0.319, 0.243, 0.224, 0.161, 0.300, 0.192, 0.212, 0.424, 0.300, 0.283, 0.434, 0.255, 0.300, 0.342, 0.299, 0.287, 0.343, 0.019, 0.341, 0.375, 0.308, 0.302, 0.122, 0.127, 0.336, 0.061, 0.448, 0.373, 0.284, 0.264, 0.389, 0.213



Below is one molecule with the formula C17H29N5O7, with properties calculated with ωB97M-V/def2-TZVPD.

ORCA input file:
```
! wB97M-V def2-TZVPD RIJCOSX def2/J DEFGRID3
* xyz 0 1
O -5.25903 -0.78443 -1.84300
O -0.77234 -3.46766 1.53116
O -4.89189 -4.25581 1.16042
O -1.03917 -0.00522 2.21070
O -1.84915 -5.94147 0.82491
O -5.91458 0.49904 3.90440
O -2.01962 -2.98699 6.08308
N -1.35300 -1.81770 3.52372
N -4.85137 -1.17660 4.98059
N -3.57446 -3.58136 -0.67890
N -5.37853 -2.41936 -0.18349
N -3.68276 -2.51997 -1.59008
C -0.53626 -2.10906 1.24005
C -4.57173 -0.37857 6.17409
C -5.42951 -0.61664 3.87948
C -5.47442 -1.50256 2.65658
C -2.23035 -7.25734 1.14741
C -0.82031 -2.72996 6.78187
C -4.74450 -1.87206 -1.25863
C -1.00269 -1.21129 2.36707
C -4.57970 -3.47584 0.12180
C -6.59597 -1.98074 0.47221
C -3.22214 -0.89607 6.70053
C -3.99173 -2.34849 4.96390
C -0.14365 -4.32541 0.60077
C -1.82965 -1.03608 4.63800
C -2.69421 -1.83517 5.60895
C -6.35775 -0.94239 1.55455
C -0.46492 -5.74445 0.96296
H -5.91265 -0.04051 1.13354
H -5.82476 -2.49495 2.95355
H -1.74210 -7.98436 0.48825
H -0.97359 -2.02101 7.60139
H -4.65178 -0.53335 -2.55290
H 0.53267 -1.91250 1.09115
H -0.03465 -2.34667 6.12299
H -3.84850 -2.73921 3.96010
H -7.06038 -2.87324 0.89316
H -1.97782 -7.49866 2.18619
H -0.49700 -4.11015 -0.41459
H -5.36000 -0.52132 6.91473
H -4.45201 -1.64142 2.28747
H 0.94416 -4.18163 0.62744
H -4.56014 0.67298 5.89825
H -2.53322 -0.07630 6.90639
H -3.30732 -7.32647 1.01767
H -7.32380 -0.64259 1.96413
H -7.25995 -1.59137 -0.29827
H -1.06752 -1.81431 0.33276
H -4.38990 -3.14743 5.59676
H 0.08662 -6.41540 0.29034
H -0.99257 -0.59521 5.18955
H -1.26465 -2.81989 3.60148
H -0.14546 -5.95366 1.99267
H -2.40541 -0.19831 4.23898
H -0.49426 -3.68047 7.19720
H -3.35051 -1.46872 7.61996
H -4.18790 -4.91356 1.26817
*
```

- relative energy (zero: lowest compared OMol25 entry of this formula, charge and spin) (kcal/mol) = 15.99
- DFT total energy (a.u.) = -1465.65259
- HOMO (eV) = -8.63
- Kohn-Sham gap (eV) = 9.17

For reference, the Mulliken charges in units of e are: -0.491, -0.196, -0.468, -0.700, -0.171, -0.710, -0.515, 0.144, 0.047, -0.090, 0.341, -0.883, -0.401, -0.937, 0.505, -0.032, -0.872, -0.782, 0.528, 0.370, 0.456, -1.140, -1.086, -0.882, -0.661, -2.008, 1.770, -0.581, -0.665, 0.307, 0.457, 0.332, 0.319, 0.383, 0.368, 0.260, 0.215, 0.395, 0.373, 0.329, 0.357, -0.028, 0.410, 0.374, 0.336, 0.237, 0.373, 0.438, 0.280, 0.315, 0.411, 0.511, 0.391, 0.334, 0.561, 0.313, 0.479, 0.279